<a>
The following is a DFT calculation (ωB97M-V/def2-TZVPD) of a 12-piece molecular cluster, C36H56O36 overall.

Structure (ORCA input):
```
! RIJCOSX wB97M-V def2-TZVPD def2/J DEFGRID3
* xyz 0 1
C 1.9558 -0.7510 -3.6956
O 3.2644 -1.3250 -3.6855
C 4.0997 -1.0880 -4.6782
O 3.8312 -0.4078 -5.6660
O 5.1975 -1.7427 -4.4277
C 6.3902 -1.5509 -5.2456
H 1.2022 -1.4681 -3.3702
H 1.5893 -0.5825 -4.7082
H 1.8939 0.1929 -3.1539
H 6.9217 -2.5003 -5.3107
H 6.9566 -0.7356 -4.7955
H 6.0898 -1.0386 -6.1596
C -0.2381 0.0520 5.0080
O 0.4963 0.8736 5.9148
C -0.1583 2.0141 6.3351
O -1.3644 2.2944 6.0653
O 0.7055 2.7445 7.1114
C 0.3104 4.0223 7.5700
H 0.3143 -0.8685 4.8195
H -0.5456 0.4078 4.0247
H -1.1751 -0.3250 5.4180
H -0.6520 3.9872 8.0804
H 0.1976 4.7277 6.7467
H 1.1091 4.3338 8.2431
C -4.0988 -4.0882 -4.2206
O -2.8412 -3.9808 -3.6925
C -2.6791 -3.6528 -2.4256
O -3.4409 -3.0779 -1.6460
O -1.4609 -4.1836 -2.0998
C -1.1175 -4.1241 -0.7267
H -4.6925 -4.8928 -3.7868
H -4.1496 -4.4576 -5.2448
H -4.5896 -3.1150 -4.2306
H -0.8182 -3.1033 -0.4891
H -0.3019 -4.7785 -0.4190
H -1.9860 -4.1475 -0.0685
C -1.0810 0.9378 -2.2836
O -0.1678 0.0750 -1.6809
C -0.4885 -0.4047 -0.4344
O -1.5065 -0.2600 0.2162
O 0.5890 -1.0995 0.0382
C 0.5298 -1.6520 1.3471
H -0.7636 1.9764 -2.1905
H -2.1039 0.9758 -1.9089
H -1.2472 0.9243 -3.3608
H -0.4997 -1.7562 1.6899
H 0.9416 -0.8715 1.9868
H 1.0484 -2.6020 1.4764
O 2.9180 2.4259 0.8152
C 1.7642 2.5677 1.1357
O 1.2733 2.2640 2.3250
C -0.1704 2.3438 2.2841
C -0.4681 2.9596 0.9449
O 0.7075 2.6880 0.2145
H -0.5449 1.3368 2.4681
H -0.3838 3.0543 3.0826
H -0.4928 4.0461 0.8614
H -1.3965 2.5811 0.5169
O 2.5781 -0.5145 3.4914
C 3.7874 -0.2344 3.5694
O 4.3423 0.4549 4.5016
C 5.7268 0.6469 4.2993
C 6.0449 -0.5203 3.2958
O 4.7514 -0.7230 2.6807
H 5.9408 1.5734 3.7665
H 6.3502 0.5294 5.1857
H 6.4748 -1.3488 3.8587
H 6.6984 -0.0267 2.5765
O 6.7882 -1.6394 -2.2712
C 6.0099 -2.0652 -1.5133
O 6.1902 -3.0936 -0.6549
C 5.0883 -3.2455 0.1764
C 4.0513 -2.2633 -0.3974
O 4.8619 -1.6069 -1.2581
H 4.7104 -4.2679 0.1834
H 5.2571 -3.1043 1.2440
H 3.6336 -1.7585 0.4737
H 3.3110 -2.8218 -0.9704
O -2.1476 4.3625 -1.2268
C -2.4174 5.5265 -0.8610
O -1.6522 6.5921 -0.9126
C -2.3429 7.8217 -0.5700
C -3.7180 7.2776 -0.1605
O -3.6230 5.8675 -0.3424
H -1.9586 8.4881 0.2022
H -2.3614 8.4149 -1.4843
H -4.4691 7.7514 -0.7926
H -3.9675 7.5181 0.8729
O -6.5606 -3.1810 2.5455
C -5.7641 -2.3538 2.5088
O -5.4954 -1.4552 3.4723
C -4.4569 -0.5531 2.9714
C -4.0807 -1.1745 1.5981
O -5.0515 -2.1256 1.4002
H -4.7735 0.4880 2.9084
H -3.8164 -0.5507 3.8534
H -3.0329 -1.4642 1.6774
H -4.0275 -0.3760 0.8581
O 3.3133 -3.9785 3.1907
C 2.5046 -4.8944 2.9000
O 1.1830 -4.7051 2.6425
C 0.5603 -5.9657 2.5873
C 1.7366 -6.8271 2.1730
O 2.7561 -6.1342 2.7101
H 0.1096 -6.1337 3.5655
H -0.2000 -5.9486 1.8064
H 1.9833 -6.8047 1.1115
H 1.6872 -7.8397 2.5734
O -0.2094 5.6433 -4.3326
C -0.0556 4.6641 -5.0201
O 0.1497 3.4346 -4.5683
C 0.3829 2.5491 -5.6249
C 0.1610 3.4671 -6.8343
O -0.0639 4.7254 -6.3693
H 1.3843 2.1228 -5.6856
H -0.2627 1.6709 -5.6330
H -0.7795 3.1375 -7.2759
H 0.9219 3.4856 -7.6146
O -5.5274 3.4577 -1.7047
C -5.7158 2.2199 -1.6787
O -6.5869 1.5326 -2.4749
C -6.5719 0.1608 -2.2260
C -5.2961 -0.0172 -1.4744
O -5.0367 1.3076 -1.0164
H -7.3408 -0.0444 -1.4812
H -6.6614 -0.2189 -3.2438
H -4.5566 -0.4961 -2.1162
H -5.5223 -0.5910 -0.5758
*
```

For the HOMO energy, the calculation gives -10.229 eV. As for the SMILES: COC(=O)OC.COC(=O)OC.COC(=O)OC.COC(=O)OC.O=C1OCCO1.O=C1OCCO1.O=C1OCCO1.O=C1OCCO1.O=C1OCCO1.O=C1OCCO1.O=C1OCCO1.O=C1OCCO1. The lowest unoccupied orbital energy comes out at 0.16 eV.

=====

<b>
The following is a DFT calculation (ωB97M-V/def2-TZVPD) of a 12-piece molecular cluster, C36H56O36 overall.

Structure (ORCA input):
```
! RIJCOSX wB97M-V def2-TZVPD def2/J DEFGRID3
* xyz 0 1
C 3.5847 0.1630 3.0545
O 4.1606 1.0255 2.0655
C 5.4099 1.3935 2.1551
O 6.2819 0.9597 2.8348
O 5.5675 2.4148 1.3108
C 6.9068 2.9627 1.1666
H 2.5589 -0.0261 2.7736
H 3.6771 0.5339 4.0767
H 4.1410 -0.7790 3.0643
H 7.1062 3.5294 2.0757
H 6.8143 3.6014 0.2917
H 7.6556 2.1964 0.9819
C 1.0075 -3.2028 -3.4962
O 0.7235 -4.5914 -3.5581
C 0.7035 -5.1328 -4.7699
O 0.9905 -4.5952 -5.7733
O 0.3899 -6.4169 -4.6530
C 0.1535 -7.1388 -5.8510
H 1.9289 -2.8382 -3.9486
H 1.0327 -2.9776 -2.4331
H 0.1874 -2.6206 -3.9132
H 0.9621 -6.9657 -6.5612
H -0.7805 -6.9083 -6.3727
H 0.0582 -8.1862 -5.5752
C -4.9156 2.7974 1.3566
O -4.7802 1.3897 1.2379
C -5.7021 0.6976 1.8649
O -6.5303 1.1530 2.5588
O -5.4402 -0.5725 1.7188
C -6.2528 -1.5010 2.4112
H -5.9586 3.0872 1.2447
H -4.2630 3.2847 0.6382
H -4.5897 3.1734 2.3335
H -7.2996 -1.2070 2.3283
H -5.9278 -1.5433 3.4474
H -6.2151 -2.4925 1.9683
C -2.6206 -2.4802 4.8151
O -1.4434 -3.0286 4.2053
C -1.4585 -3.2451 2.8931
O -2.4409 -3.1313 2.2231
O -0.2968 -3.7508 2.5417
C -0.1150 -4.1491 1.1794
H -2.9484 -1.5556 4.3378
H -2.3460 -2.2698 5.8452
H -3.4261 -3.2179 4.7917
H 0.2874 -3.3336 0.5783
H -1.0584 -4.3864 0.6945
H 0.6362 -4.9222 1.2464
O -3.2703 -3.3178 -3.8823
C -3.6300 -2.8881 -2.8259
O -4.2805 -1.7174 -2.6593
C -4.7212 -1.5618 -1.3132
C -3.9368 -2.6965 -0.6055
O -3.4111 -3.5154 -1.6398
H -4.5064 -0.6426 -0.7821
H -5.7614 -1.8647 -1.1510
H -4.5243 -3.1711 0.1719
H -3.0320 -2.2818 -0.1612
O -4.7136 1.4181 -4.5512
C -3.6289 1.8372 -4.3428
O -2.4794 1.1641 -4.6375
C -1.3853 2.0486 -4.4452
C -1.9404 3.0414 -3.4494
O -3.3424 3.0461 -3.8083
H -0.5791 1.5069 -3.9524
H -1.0037 2.4825 -5.3691
H -1.5561 4.0475 -3.5393
H -1.7841 2.6488 -2.4413
O 0.4285 1.2579 -8.3860
C 0.4709 0.4874 -7.5160
O -0.2301 -0.6555 -7.4776
C -0.2974 -1.0716 -6.1121
C 1.0408 -0.5430 -5.5862
O 1.2955 0.5694 -6.4423
H -1.1205 -0.5903 -5.5887
H -0.3337 -2.1494 -6.0757
H 1.8527 -1.2625 -5.6670
H 0.8534 -0.2645 -4.5499
O -0.8277 -0.7021 -1.9348
C -0.9699 -0.4192 -0.7975
O -0.0236 -0.4979 0.1356
C -0.5115 -0.0574 1.3995
C -2.0349 0.1860 1.1642
O -2.1098 0.0302 -0.2561
H -0.1974 -0.8430 2.0943
H 0.0164 0.7966 1.8349
H -2.2618 1.2023 1.4444
H -2.5028 -0.5838 1.7717
O 0.1749 0.1831 4.6808
C 0.1505 1.0012 5.5083
O 1.2091 1.4430 6.2285
C 0.9169 2.7104 6.7909
C -0.6329 2.7400 6.7516
O -0.9462 1.7332 5.8235
H 1.2685 2.8031 7.8189
H 1.4217 3.5110 6.2469
H -0.8962 3.7279 6.3757
H -1.0544 2.5455 7.7323
O 2.3226 -1.9602 0.9616
C 3.0526 -1.8273 0.0460
O 3.7163 -0.6980 -0.2204
C 4.5368 -0.8427 -1.3700
C 4.5948 -2.3619 -1.5199
O 3.4351 -2.8149 -0.8006
H 4.0629 -0.3895 -2.2482
H 5.5011 -0.3494 -1.2717
H 5.4320 -2.8182 -0.9881
H 4.6362 -2.6807 -2.5564
O 0.8429 3.8199 -2.8277
C 1.3597 3.4063 -1.8671
O 0.8150 2.4846 -1.0248
C 1.8144 2.1411 -0.0539
C 2.6962 3.3943 -0.0142
O 2.4838 3.8770 -1.3726
H 1.4762 1.9682 0.9629
H 2.2922 1.2473 -0.4424
H 3.7667 3.2607 0.0427
H 2.3201 4.2416 0.5613
O -0.0404 3.1219 3.1521
C 0.9390 3.7025 3.4384
O 0.9689 4.9981 3.9033
C 2.3215 5.4594 3.7291
C 3.1651 4.1918 3.8210
O 2.1895 3.2063 3.3360
H 2.4193 5.9818 2.7759
H 2.6102 6.1222 4.5487
H 3.5450 3.9148 4.8022
H 3.9459 4.1340 3.0636
*
```

For the HOMO energy, the calculation gives -10.248 eV. As for the SMILES: COC(=O)OC.COC(=O)OC.COC(=O)OC.COC(=O)OC.O=C1OCCO1.O=C1OCCO1.O=C1OCCO1.O=C1OCCO1.O=C1OCCO1.O=C1OCCO1.O=C1OCCO1.O=C1OCCO1. The lowest unoccupied orbital energy comes out at -0.22 eV.

=====

The structure with the most favorable energy is <b>; the runner-up is 506.3 kJ/mol above it.

=====

<a>
The following is a DFT calculation (ωB97M-V/def2-TZVPD) of a 2-piece molecular cluster, C2H7S overall.

Structure (ORCA input):
```
! RIJCOSX wB97M-V def2-TZVPD def2/J DEFGRID3
* xyz -1 1
C 1.5067 -2.7365 -2.2120
H 0.8322 -3.2268 -2.9190
H 1.1226 -1.7566 -1.9413
H 1.5746 -3.3561 -1.3212
H 2.4879 -2.6859 -2.6755
C -0.5566 2.1267 0.9991
S -0.6542 0.3389 0.7524
H -0.2154 2.4342 2.0020
H -1.5136 2.6386 0.8569
H 0.1409 2.6269 0.3149
*
```

For the HOMO energy, the calculation gives -1.980 eV. The lowest unoccupied orbital energy comes out at 4.00 eV.

=====

<b>
The following is a DFT calculation (ωB97M-V/def2-TZVPD) of a 2-piece molecular cluster, C2H7S overall.

Structure (ORCA input):
```
! RIJCOSX wB97M-V def2-TZVPD def2/J DEFGRID3
* xyz -1 1
S -1.8189 -0.3220 0.0487
H -2.8960 0.1427 -0.6033
C 1.7132 1.0192 -0.2228
C 1.9293 -0.4532 0.2203
H 2.0914 1.2449 -1.2276
H 2.2100 1.7151 0.4572
H 0.6381 1.2273 -0.2432
H 2.8974 -0.5066 0.7411
H 1.0231 -0.8063 0.6940
H 2.1186 -1.0599 -0.6779
*
```

For the HOMO energy, the calculation gives -2.473 eV. The lowest unoccupied orbital energy comes out at 4.38 eV.

=====

The structure with the most favorable energy is <b>; the runner-up is 27.5 kJ/mol above it.

=====

<a>
The following is a DFT calculation (ωB97M-V/def2-TZVPD) of one molecule with the formula C19H18N2O5S.

Structure (ORCA input):
```
! RIJCOSX wB97M-V def2-TZVPD def2/J DEFGRID3
* xyz 0 1
C -0.1671 2.3994 1.8320
O -1.1333 1.4062 1.5113
C -2.2805 1.7975 0.9360
O -2.5823 2.9604 0.7815
C -3.0730 0.6317 0.5193
C -4.2495 0.7176 -0.1431
C -4.9840 1.9695 -0.4819
N -4.8802 -0.4294 -0.5673
C -4.4329 -1.6936 -0.3200
S -5.2761 -2.9968 -0.8704
N -3.3208 -1.8086 0.4176
C -2.4244 -0.7165 0.7706
C -1.1353 -0.7945 0.0042
C -0.8053 -0.3654 -1.2507
C 0.5843 -0.5692 -1.3808
C 1.0060 -1.1118 -0.1948
C 2.3256 -1.5520 0.2330
C 2.4762 -2.7641 0.9024
C 3.7325 -3.2307 1.2393
C 4.8607 -2.5003 0.9001
C 4.7261 -1.2826 0.2583
C 3.4654 -0.7914 -0.0619
C 3.3404 0.5929 -0.5883
O 2.5428 1.4090 -0.1960
O 4.2643 0.8565 -1.5201
C 4.2644 2.1776 -2.0429
O -0.0460 -1.2702 0.6357
H 0.0551 2.3260 2.8965
H 0.7308 2.1948 1.2464
H -0.5599 3.3896 1.5959
H -5.1832 2.0033 -1.5522
H -4.4033 2.8385 -0.1938
H -5.9389 1.9876 0.0425
H -5.7525 -0.3572 -1.0724
H -2.9752 -2.7467 0.5566
H -2.1705 -0.8167 1.8356
H -1.4689 0.0526 -1.9802
H 1.1900 -0.3530 -2.2371
H 1.5956 -3.3397 1.1449
H 3.8343 -4.1719 1.7586
H 5.8431 -2.8728 1.1478
H 5.5969 -0.6916 0.0188
H 4.5432 2.8921 -1.2656
H 3.2720 2.4377 -2.4166
H 4.9933 2.1861 -2.8490
*
```

For the HOMO energy, the calculation gives -8.041 eV. As for the SMILES: COC(=O)C1=C(C)NC(=S)N[C@H]1c1ccc(-c2ccccc2C(=O)OC)o1. The lowest unoccupied orbital energy comes out at 0.29 eV.

=====

<b>
The following is a DFT calculation (ωB97M-V/def2-TZVPD) of one molecule with the formula C19H18N2O5S.

Structure (ORCA input):
```
! RIJCOSX wB97M-V def2-TZVPD def2/J DEFGRID3
* xyz 0 1
C 4.3204 -1.2668 -0.0115
O 3.9226 -0.1151 0.7229
C 3.0095 -0.3004 1.7311
C 3.3490 -1.0851 2.8290
C 2.4751 -1.2066 3.8892
C 1.2624 -0.5425 3.8853
C 0.8972 0.2391 2.7931
O -0.2476 0.9453 2.7236
C -1.1816 0.8508 3.7716
C 1.7676 0.3483 1.6857
C 1.2691 1.0249 0.4616
O 0.1016 1.0378 0.1180
N 2.2108 1.6740 -0.2907
N 1.8662 2.0337 -1.5899
S 1.3483 0.7154 -2.5622
O 1.6835 1.0959 -3.9028
O 1.9751 -0.4535 -2.0098
C -0.4317 0.5713 -2.4812
C -1.1970 1.6264 -2.9867
C -2.5604 1.5409 -2.9448
C -3.1941 0.4011 -2.4023
C -4.5988 0.2876 -2.3407
C -5.1882 -0.8280 -1.8144
C -4.4016 -1.8828 -1.3248
C -3.0377 -1.8060 -1.3710
C -2.3991 -0.6683 -1.9069
C -0.9948 -0.5543 -1.9638
H 3.5864 -1.4663 -0.7974
H 5.2817 -1.0238 -0.4611
H 4.4252 -2.1415 0.6325
H 4.3096 -1.5760 2.8535
H 2.7464 -1.8123 4.7407
H 0.6070 -0.6403 4.7351
H -0.7712 1.2316 4.7129
H -1.5280 -0.1777 3.9123
H -2.0212 1.4728 3.4664
H 3.1785 1.3796 -0.1899
H 1.1609 2.7625 -1.5903
H -0.6901 2.4782 -3.4133
H -3.1736 2.3449 -3.3254
H -5.2021 1.1008 -2.7181
H -6.2646 -0.9064 -1.7709
H -4.8857 -2.7557 -0.9118
H -2.4254 -2.6126 -0.9956
H -0.3598 -1.3409 -1.5877
*
```

For the HOMO energy, the calculation gives -8.409 eV. As for the SMILES: COc1cccc(OC)c1C(=O)NNS(=O)(=O)c1ccc2ccccc2c1. The lowest unoccupied orbital energy comes out at 0.38 eV.

=====

The structure with the most favorable energy is <a>; the runner-up is 195.5 kJ/mol above it.